# 1
{
  "formula": "C4H12N2O",
  "method": "ωB97M-V/def2-TZVPD",
  "elements": ["C", "C", "C", "N", "H", "H", "H", "H", "H", "H", "H", "H", "H", "N", "C", "O", "H", "H", "H"],
  "coordinates": [[0.8560, 1.8402, 0.3222], [-0.9350, 0.0081, 0.3363], [-1.7380, 0.2212, -0.9306], [1.7863, 1.4131, 1.1156], [1.7361, 1.7592, 2.0676], [1.9573, 0.1638, 0.9236], [0.8977, 1.5692, -0.7249], [0.1635, 2.6270, 0.6001], [-1.1140, 0.8051, 1.0586], [-1.2168, -0.8962, 0.8746], [-2.8186, 0.2651, -0.7560], [-1.4575, 1.1532, -1.4325], [-1.5775, -0.5773, -1.6644], [0.3058, -2.3758, -0.4329], [0.7938, -1.0872, -0.2406], [1.7466, -0.9890, 0.6393], [0.2558, -2.9134, 0.4223], [-0.5345, -2.4405, -0.9893], [0.8930, -0.5460, -1.1891]],
  "nbo_charge": [0.057, -0.614, -0.638, -0.696, 0.371, 0.464, 0.186, 0.182, 0.180, 0.192, 0.206, 0.187, 0.185, -0.835, 0.442, -0.740, 0.378, 0.374, 0.118],
  "e_lumo_ev": 0.6,
  "de_lowest_kcal_mol": 98.2,
  "orbital_gap_ev": 7.93,
  "e_homo_ev": -7.30
}

---

# 2
{
  "formula": "C4H12N2O",
  "method": "ωB97M-V/def2-TZVPD",
  "elements": ["C", "C", "C", "C", "N", "N", "H", "H", "H", "H", "H", "H", "H", "H", "H", "H", "H", "H", "O"],
  "coordinates": [[0.2746, 1.2342, -0.7741], [-0.7659, -0.0093, -0.8418], [0.0316, -1.3043, -0.9660], [0.0159, -2.3310, -0.1717], [0.6572, -1.3453, -2.2334], [0.5192, 1.3484, 0.6931], [1.1633, 1.0411, -1.5595], [-0.3328, 2.1430, -1.1810], [-1.4366, 0.1815, -1.7210], [-1.4993, -0.0158, 0.0222], [0.5433, -3.2891, -0.3950], [-0.1648, -2.4095, 0.9419], [0.7466, -0.5757, -2.7571], [1.4314, -2.0790, -2.1798], [1.2043, 0.5460, 0.8463], [1.0814, 2.2341, 0.7996], [-1.5684, 1.0402, 3.4133], [-0.4827, 1.7843, 2.6393], [-0.7822, 1.7299, 3.5544]],
  "nbo_charge": [-0.225, -0.455, 0.169, -0.526, -0.825, -0.857, 0.176, 0.195, 0.220, 0.233, 0.192, 0.220, 0.374, 0.384, 0.368, 0.363, 0.461, 0.483, -0.950],
  "e_lumo_ev": 0.8,
  "de_lowest_kcal_mol": 66.8,
  "orbital_gap_ev": 9.26,
  "e_homo_ev": -8.44,
  "smiles": "C=C(N)CCN.O"
}

---

# 3
{
  "formula": "C4H12N2O",
  "method": "ωB97M-V/def2-TZVPD",
  "elements": ["C", "C", "C", "C", "N", "N", "O", "H", "H", "H", "H", "H", "H", "H", "H", "H", "H", "H", "H"],
  "coordinates": [[0.2518, 0.0797, 0.9295], [-1.2412, -1.0318, -0.7159], [0.2004, 2.0827, -1.3460], [1.2253, -1.0709, 1.1128], [-0.7414, 0.1749, -0.0788], [0.4786, 0.7793, -0.7703], [-0.9856, -0.2408, 2.1757], [-1.3462, -1.1355, 2.2001], [0.9603, 0.1400, -1.3999], [0.5427, 1.0087, 1.4120], [-1.7016, -0.7331, -1.6592], [-1.9679, -1.4562, -0.0277], [-0.4848, -1.7943, -0.9381], [1.1406, 2.5912, -1.5633], [-0.3895, 2.0127, -2.2649], [-0.3566, 2.6605, -0.6113], [1.3423, -1.2394, 2.1790], [2.1981, -0.8214, 0.6866], [0.8748, -2.0064, 0.6796]],
  "nbo_charge": [0.293, -0.437, -0.410, -0.672, -0.262, -0.469, -0.932, 0.432, 0.359, 0.211, 0.211, 0.228, 0.170, 0.201, 0.182, 0.217, 0.254, 0.215, 0.210],
  "e_lumo_ev": 0.8,
  "de_lowest_kcal_mol": 111.8,
  "orbital_gap_ev": 9.60,
  "e_homo_ev": -8.77
}

---

# 4
{
  "formula": "C4H12N2O",
  "method": "ωB97M-V/def2-TZVPD",
  "elements": ["C", "C", "C", "N", "H", "H", "H", "H", "H", "H", "H", "H", "H", "C", "N", "O", "H", "H", "H"],
  "coordinates": [[0.7326, 0.1698, -1.6050], [0.5234, -1.1561, -0.8958], [1.8392, -1.8640, -0.5711], [-0.5316, 0.7843, -1.9982], [1.3022, 0.0112, -2.5257], [1.3521, 0.8056, -0.9551], [-0.1102, -1.7966, -1.5118], [-0.0267, -0.9855, 0.0341], [2.5068, -1.2056, -0.0038], [2.3932, -2.1597, -1.4674], [1.6504, -2.7408, 0.0415], [-0.3554, 1.5699, -2.6119], [-1.0551, 1.1414, -1.2071], [-2.0807, 1.1240, 2.0138], [-1.3070, 1.3970, 3.0912], [-1.6486, 0.7511, 0.9503], [-3.1542, 1.2842, 2.2170], [-0.3168, 1.2219, 3.0315], [-1.7138, 1.6479, 3.9735]],
  "nbo_charge": [-0.204, -0.408, -0.604, -0.843, 0.176, 0.150, 0.201, 0.209, 0.194, 0.199, 0.207, 0.347, 0.374, 0.534, -0.818, -0.618, 0.107, 0.402, 0.396],
  "e_lumo_ev": 0.8,
  "de_lowest_kcal_mol": 14.3,
  "orbital_gap_ev": 9.38,
  "e_homo_ev": -8.61,
  "smiles": "CCCN.NC=O"
}